Entry 1:
Molecular formula: C6H13N2S
Method: DFT, ωB97M-V/def2-TZVPD

Its charge is +1. The energy above the lowest of the compared OMol25 structures with the same formula, charge and spin comes out at 334.04 kJ/mol. As for the structure (SMILES): C=C(/N=C\CS)[NH+](C)C. The value obtained for the highest occupied orbital energy is -12.546 eV. As for the HOMO-LUMO gap: 8.87 eV.

The geometry in XYZ format:
```
22
Properties=species:S:1:pos:R:3:forces:R:3:mulliken_charge:R:1
C 0.5740 -0.1385 -1.8729 -0.1 -0.1 0.7 -1.21
C -0.1449 0.1553 -0.7762 0.4 -1.2 -1.2 0.75
N 0.2960 0.6149 0.4383 -1.9 0.7 -0.8 -0.26
C 1.4646 0.6873 0.8483 1.6 -0.2 2.5 0.02
C 2.7150 -0.0190 0.5330 0.1 -3.2 1.2 -0.96
S 3.6518 -0.3087 2.0907 0.4 0.6 0.1 -0.13
N -1.6639 -0.0014 -0.7421 0.7 0.0 -1.3 -0.04
C -1.9899 -1.1679 0.1283 1.2 1.9 0.5 -1.03
C -2.2433 1.2244 -0.1221 2.5 1.9 -0.3 -0.86
H 1.6561 -0.2028 -1.7255 -0.4 0.4 -0.3 0.24
H 0.2245 -0.3696 -2.8801 -0.3 0.0 0.5 0.30
H 1.7062 1.2464 1.7820 -1.0 0.2 -0.6 0.44
H 2.7280 -1.0979 0.2112 -0.7 1.4 -0.8 0.36
H 3.3095 0.6025 -0.0400 1.5 1.0 -1.5 0.41
H 2.9451 -1.3621 2.4849 -0.2 -0.2 0.0 0.15
H -2.0094 -0.2470 -1.7188 0.6 0.8 1.4 0.43
H -1.9935 -2.0071 -0.4376 0.5 -2.8 -1.5 0.41
H -1.3846 -1.1775 1.0145 0.8 -0.1 0.0 0.37
H -2.9345 -1.0181 0.4744 -2.9 0.4 0.8 0.48
H -1.9394 1.0931 0.8856 0.1 0.3 1.0 0.45
H -1.6834 2.1840 -0.4526 -1.2 -1.8 0.1 0.30
H -3.2840 1.3096 -0.1234 -1.6 -0.2 -0.7 0.39
```
Positions in Å, forces in eV/Å.



Entry 2:
Molecular formula: C37H55ClIrN3O3PS2Si
Method: DFT, ωB97M-V/def2-TZVPD

Its charge is +1. The energy above the lowest of the compared OMol25 structures with the same formula, charge and spin comes out at 0.00 kJ/mol. The value obtained for the highest occupied orbital energy is -10.537 eV. As for the HOMO-LUMO gap: 8.84 eV.

The geometry in XYZ format:
```
104
Properties=species:S:1:pos:R:3:forces:R:3:mulliken_charge:R:1
Ir 0.7789 0.1786 -0.2032 0.4 0.3 0.3 0.89
O 0.4970 2.1724 -0.7004 -0.3 -0.1 -0.3 -0.01
S 1.2002 3.4195 -1.2316 0.1 0.0 0.0 0.42
C 0.0735 4.7137 -0.6456 0.0 0.0 0.0 -1.02
C -1.4024 4.3173 -0.6964 0.0 0.0 0.0 -0.94
C -1.8848 3.6179 0.5800 0.0 0.0 0.0 0.24
C -3.1953 2.8457 0.3798 0.0 0.0 0.0 -0.92
S -2.9626 1.0591 0.6702 0.1 0.4 0.1 -0.06
O -1.6470 0.7725 0.0170 -0.1 -0.5 -0.1 -0.27
C -2.6339 1.1756 2.4300 0.0 0.0 0.0 0.69
C -3.6882 1.3978 3.3074 0.0 0.0 0.0 -0.89
C -3.4307 1.4794 4.6666 0.0 0.0 0.0 -0.74
C -2.1313 1.3275 5.1383 0.0 0.0 0.0 -0.55
C -1.0909 1.0877 4.2527 0.0 0.0 0.0 -1.06
C -1.3396 1.0036 2.8890 0.0 0.0 0.0 0.24
C 0.8690 3.5133 -2.9689 0.0 0.0 0.0 0.91
C 1.7612 4.2539 -3.7348 0.0 0.0 0.0 -0.52
C 1.5293 4.3821 -5.0947 0.0 0.0 0.0 -0.68
C 0.4302 3.7566 -5.6697 0.0 0.0 0.0 -0.49
C -0.4377 3.0000 -4.8941 0.0 0.0 0.0 -1.15
C -0.2236 2.8733 -3.5301 0.0 0.0 -0.1 -0.63
H 0.3066 5.5692 -1.2820 0.0 0.0 0.0 0.53
H 0.4017 4.9499 0.3689 0.0 0.0 0.0 0.51
H -1.5742 3.6673 -1.5557 0.0 0.0 0.1 0.17
H -1.9922 5.2186 -0.8752 0.0 0.0 0.0 0.57
H -2.0045 4.3492 1.3812 0.0 0.0 0.0 0.52
H -1.1114 2.9188 0.8961 0.0 0.0 0.0 -0.33
H -3.5572 2.9058 -0.6484 0.0 0.0 0.0 0.59
H -4.0044 3.1655 1.0371 0.0 0.0 0.0 0.55
H -4.7021 1.5002 2.9369 0.0 0.0 0.0 0.50
H -4.2428 1.6564 5.3588 0.0 0.0 0.0 0.40
H -1.9335 1.3920 6.2001 0.0 0.0 0.0 0.43
H -0.0806 0.9658 4.6229 0.0 0.0 0.0 0.47
H -0.5443 0.7904 2.1843 0.0 0.0 0.0 0.41
H 2.6303 4.7115 -3.2765 0.0 0.0 0.0 0.45
H 2.2132 4.9539 -5.7068 0.0 0.0 0.0 0.44
H 0.2582 3.8477 -6.7339 0.0 0.0 0.0 0.41
H -1.2774 2.4951 -5.3527 0.0 0.0 0.0 0.47
H -0.8639 2.2530 -2.9194 0.0 -0.1 0.0 0.66
O 0.9236 -1.5989 0.8066 -0.2 -0.2 -0.2 0.17
P 0.6621 -2.6144 1.8744 0.1 0.1 0.0 -2.31
N 1.9020 -2.6619 2.9311 0.0 0.0 0.0 0.87
C 2.4786 -1.4232 3.4790 0.0 0.0 0.0 1.04
C 3.4646 -1.9318 4.5257 0.0 0.0 0.0 -0.83
C 3.9473 -3.2477 3.9186 0.0 0.0 0.0 -0.32
C 2.6722 -3.8478 3.3312 0.0 0.0 0.0 -0.19
N 0.4426 -4.0904 1.2061 0.0 0.0 0.0 0.28
C -0.1548 -5.2016 1.9701 0.0 0.0 0.0 -0.39
C 0.5339 -6.4405 1.4078 0.0 0.0 0.0 -0.78
C 0.7846 -6.0587 -0.0498 0.0 0.0 0.0 -0.72
C 1.1890 -4.5886 0.0370 0.0 0.0 0.0 0.41
N -0.6891 -2.2805 2.7415 0.0 0.0 0.0 0.72
C -2.0006 -2.2766 2.0652 0.0 0.0 0.0 -0.08
C -3.0082 -2.3186 3.2130 0.0 0.0 0.0 -0.26
C -2.2590 -3.0731 4.3103 0.0 0.0 0.0 -0.85
C -0.8436 -2.5209 4.1868 0.0 0.0 0.0 -0.39
H 1.7005 -0.7828 3.9045 0.0 0.0 0.0 -0.51
H 2.9922 -0.8684 2.6887 0.0 0.0 0.0 -0.55
H 2.9473 -2.1180 5.4700 0.0 0.0 0.0 0.34
H 4.2699 -1.2231 4.7123 0.0 0.0 0.0 0.42
H 4.4218 -3.9102 4.6406 0.0 0.0 0.0 0.49
H 4.6556 -3.0457 3.1136 0.0 0.0 0.0 -0.20
H 2.1321 -4.4356 4.0828 0.0 0.0 0.0 0.33
H 2.8785 -4.4920 2.4753 0.0 0.0 0.0 0.09
H -1.2347 -5.2456 1.7961 0.0 0.0 0.0 0.41
H 0.0061 -5.0865 3.0438 0.0 0.0 0.0 0.21
H -0.0747 -7.3358 1.5212 0.0 0.0 0.0 0.43
H 1.4829 -6.6083 1.9221 0.0 0.0 0.0 0.28
H -0.1320 -6.1653 -0.6328 0.0 0.0 0.0 0.30
H 1.5557 -6.6642 -0.5228 0.0 0.0 0.0 0.40
H 0.9184 -4.0257 -0.8565 0.0 0.0 0.0 0.00
H 2.2667 -4.4901 0.1913 0.0 0.0 0.0 -0.40
H -2.0995 -3.1532 1.4170 0.0 0.0 0.0 0.66
H -2.1039 -1.3934 1.4355 0.0 0.0 0.0 -0.70
H -3.9410 -2.7979 2.9199 0.0 0.0 0.0 0.43
H -3.2368 -1.3051 3.5492 0.0 0.0 0.0 -0.13
H -2.2631 -4.1456 4.1025 0.0 0.0 0.0 0.25
H -2.6791 -2.9176 5.3029 0.0 0.0 0.0 0.46
H -0.0784 -3.2011 4.5600 0.0 0.0 0.0 0.26
H -0.7534 -1.5794 4.7372 0.0 0.0 0.0 0.33
Cl 0.3793 -0.3368 -3.3275 0.0 0.0 0.0 -0.19
C 0.5696 -1.1044 -1.7216 0.1 0.1 -0.1 -0.56
H 1.4112 -1.7837 -1.8263 0.0 0.0 0.0 0.16
H -0.3436 -1.6751 -1.5384 0.0 0.0 0.0 0.52
C 3.4071 1.7851 0.9896 0.0 0.0 0.0 -1.59
Si 3.0543 0.4292 -0.3038 0.0 0.0 0.0 0.82
C 3.6101 1.0040 -2.0127 0.0 0.0 0.0 -1.27
C 4.1715 -1.0242 0.1591 0.0 0.0 0.0 0.20
C 3.9025 -2.3345 -0.2395 0.0 0.0 0.0 0.03
C 4.7947 -3.3690 0.0057 0.0 0.0 0.0 -0.63
C 5.9902 -3.1147 0.6647 0.0 0.0 0.0 -0.73
C 6.2810 -1.8220 1.0752 0.0 0.0 0.0 -0.71
C 5.3804 -0.7938 0.8237 0.0 0.0 0.0 -0.16
H 4.1655 2.4894 0.6383 0.0 0.0 0.0 0.43
H 3.7679 1.3505 1.9244 0.0 0.0 0.0 0.48
H 2.5144 2.3671 1.2345 0.0 0.0 0.0 0.36
H 4.4160 1.7388 -1.9404 0.0 0.0 0.0 0.35
H 2.7957 1.4310 -2.6014 0.0 0.0 0.0 0.26
H 3.9925 0.1519 -2.5793 0.0 0.0 0.0 0.39
H 2.9778 -2.5541 -0.7579 0.0 0.0 0.0 0.06
H 4.5667 -4.3743 -0.3298 0.0 0.0 0.0 0.50
H 6.6926 -3.9172 0.8507 0.0 0.0 0.0 0.39
H 7.2131 -1.6115 1.5843 0.0 0.0 0.0 0.42
H 5.6387 0.2088 1.1462 0.0 0.0 0.0 0.35
```
Positions in Å, forces in eV/Å.